1.
{
  "formula": "C3H6ClN",
  "method": "ωB97M-V with the def2-TZVPD basis set",
  "species": ["H", "H", "H", "C", "Cl", "H", "N", "H", "C", "C", "H"],
  "positions_angstrom": [[-1.18200, -1.83529, -0.46028], [2.17464, -0.29765, 0.51586], [0.20966, 1.33666, -1.01834], [0.66211, 0.92465, -0.09473], [-2.73010, 0.19784, 0.08768], [1.12404, 1.74424, 0.44973], [1.43445, -0.32143, -0.20391], [0.17112, -0.35791, 1.63263], [0.12071, -0.35227, 0.59006], [-1.07084, -0.71605, -0.25669], [-0.91380, -0.32279, -1.24200]],
  "nbo_charge": [0.22, 0.36, 0.20, -0.25, -0.13, 0.19, -0.57, 0.22, -0.14, -0.31, 0.21],
  "smiles": "ClC[C@@H]1CN1",
  "e_homo_ev": -9.88,
  "energy_ev": -17218.8226,
  "e_above_lowest_ev": 1.2691
}

=====

2.
{
  "formula": "C6H12N",
  "method": "ωB97M-V with the def2-TZVPD basis set",
  "species": ["H", "C", "N", "C", "H", "H", "H", "C", "C", "H", "H", "H", "C", "H", "H", "H", "C", "H", "H"],
  "positions_angstrom": [[-2.16109, -0.05448, 1.67306], [0.90059, 0.38606, 0.00961], [-1.95310, -0.40521, 0.74607], [-0.35329, 1.32510, -0.00123], [-1.09614, -1.02880, 0.93323], [-2.56380, -1.07849, 0.29107], [-0.09000, 2.12297, -0.75987], [2.05420, 0.75190, 0.48801], [1.74125, -1.83841, -0.61582], [-2.63908, 1.45100, -0.18531], [2.45555, -1.75472, 0.28355], [0.10120, -0.96593, -1.74391], [0.82815, -0.82760, -0.81239], [2.19812, 1.71329, 1.06653], [1.59376, -2.80232, -1.00664], [-0.41153, 1.81247, 1.03636], [-1.69307, 0.65778, -0.30010], [2.91344, 0.19937, 0.29723], [-1.82517, 0.33603, -1.39946]],
  "nbo_charge": [0.34, -0.07, -1.11, -0.47, 0.36, 0.34, 0.23, -0.37, -0.38, 0.23, 0.19, 0.22, -0.27, 0.20, 0.20, 0.23, -0.32, 0.20, 0.24],
  "e_homo_ev": [-3.54, -8.94],
  "energy_ev": -7900.8676,
  "multiplicity": 2,
  "e_above_lowest_ev": 3.3865
}

=====

3.
{
  "formula": "C7H10INO2",
  "method": "ωB97M-V with the def2-TZVPD basis set",
  "species": ["H", "I", "H", "C", "C", "H", "H", "H", "C", "H", "H", "H", "C", "O", "H", "N", "O", "C", "C", "H", "C"],
  "positions_angstrom": [[1.63536, 2.44896, 0.81129], [2.92423, -0.29005, 0.43415], [-1.74309, 0.97635, 1.67118], [0.90742, -0.57687, -1.89454], [-0.02352, -2.09588, -0.29377], [1.14808, -0.07926, -2.72409], [1.16972, 3.64898, -0.56042], [-0.18410, 2.59891, 0.33716], [-2.25459, -0.00269, 1.88397], [0.98749, -2.25803, 0.29305], [-3.32289, -0.04222, 1.69997], [-0.78059, -2.94613, -0.07525], [0.91282, 2.69972, -0.10793], [-1.70843, -1.08032, 1.00868], [0.34930, -2.50248, -2.47519], [0.03211, 0.23898, 0.29904], [1.07692, 1.67361, -1.13013], [-0.59746, -0.85998, 0.33938], [0.98515, 0.40901, -0.67561], [-1.87428, -0.19478, 2.89187], [0.36038, -1.76584, -1.73280]],
  "nbo_charge": [0.20, -0.17, 0.22, -0.23, -0.55, 0.22, 0.21, 0.20, -0.28, 0.27, 0.21, 0.25, -0.28, -0.49, 0.22, -0.64, -0.53, 0.65, 0.47, 0.20, -0.16],
  "smiles": "COC1=N[C@](I)(OC)C=CC1",
  "e_homo_ev": -8.71,
  "energy_ev": -21104.5964,
  "e_above_lowest_ev": 1.0687
}

=====

4.
{
  "formula": "C17H23N3O2S",
  "method": "ωB97M-V with the def2-TZVPD basis set",
  "species": ["H", "C", "H", "C", "H", "H", "H", "H", "C", "C", "C", "H", "H", "H", "H", "O", "C", "C", "H", "C", "H", "H", "H", "C", "H", "N", "O", "C", "H", "C", "C", "C", "N", "C", "H", "N", "C", "C", "H", "H", "H", "C", "S", "H", "H", "H"],
  "positions_angstrom": [[-4.92510, -0.93517, 0.63251], [1.18110, -3.47313, -0.10151], [-1.64035, -0.37858, 2.27721], [-2.37030, -0.32944, 1.46474], [4.44809, -1.43087, -0.11685], [-3.12290, 0.42861, 1.69447], [0.25936, -4.03491, -0.09025], [0.11726, 3.34734, -2.07391], [-1.12149, 1.67596, -1.47335], [-0.53259, -0.47139, -0.14114], [3.53091, -2.00253, -0.11983], [-3.03777, -2.20387, -1.40460], [-1.70010, 1.72476, -2.39969], [2.41459, -5.16500, -0.50809], [-4.72995, -2.67955, 0.46497], [0.08746, 2.26751, 1.01247], [-0.44989, 3.02251, -1.20111], [-3.86410, -1.54952, -1.13296], [1.89238, 3.96699, -0.92340], [-3.01748, -1.70038, 1.27995], [-1.23216, 3.75499, -0.98297], [4.50994, -3.86268, -0.52760], [2.21331, 2.83223, 1.77607], [-4.22379, -1.71924, 0.33972], [2.88691, 4.41549, 1.32367], [-1.67642, 0.14470, 0.28226], [-3.00198, 1.97471, -0.01231], [3.56694, -3.36820, -0.34789], [-3.34242, -2.03097, 2.26845], [0.44226, 2.88635, 0.02980], [2.32668, -1.36505, 0.10428], [2.38963, -4.09867, -0.33639], [1.63638, 3.49843, -0.06881], [-2.04343, 1.30908, -0.31847], [4.64173, 2.63918, 1.23205], [-0.06935, -1.49788, 0.40858], [2.65120, 3.40974, 0.95918], [1.13919, -2.09622, 0.10731], [-4.71859, -1.80034, -1.75799], [3.67806, 1.73818, 0.05801], [4.35183, 3.31278, -0.37398], [3.91084, 2.73165, 0.43381], [0.09910, 0.34032, -1.61080], [-3.58339, -0.52363, -1.35425], [-2.25945, -2.40051, 0.92661], [2.28784, -0.30379, 0.30200]],
  "nbo_charge": [0.20, -0.25, 0.22, -0.22, 0.21, 0.24, 0.22, 0.21, -0.42, 0.39, -0.19, 0.20, 0.26, 0.21, 0.20, -0.64, -0.50, -0.60, 0.39, -0.41, 0.26, 0.21, 0.24, -0.40, 0.19, -0.46, -0.59, -0.24, 0.21, 0.69, -0.28, -0.20, -0.60, 0.73, 0.22, -0.54, -0.23, 0.22, 0.21, 0.21, 0.20, -0.61, 0.22, 0.20, 0.22, 0.22],
  "smiles": "CCCCN1C(=O)[C@@H](CC(=O)NCC)S/C1=N\\c1ccccc1",
  "e_homo_ev": -8.22,
  "energy_ev": -37404.4999,
  "e_above_lowest_ev": 0.7174
}